# 1
This record from OMol25 describes 6 unconnected molecules or ions with the total composition ClH10O9 in a non-equilibrium geometry. The level of theory is ωB97M-V/def2-TZVPD.

Results
* LUMO level: 3.289 eV
* ΔE to the lowest compared entry with this formula, charge and spin: 0.0 kJ/mol
* electronic energy: -31107.9087 eV
* strongest force on any atom: 3.85 eV Å⁻¹
* orbital gap: 10.68 eV
* total charge: -1

Geometry (Å):
Cl -0.28003 -0.15896 -0.01531
O 0.21034 -0.90065 1.07722
O -1.69201 -0.13238 -0.02640
O 0.24102 1.12360 0.18688
O 0.20188 -0.59981 -1.31707
O -0.88256 0.49079 3.38329
H -0.36214 -0.02455 2.76698
H -1.54486 0.91767 2.83983
O -4.04661 -1.46670 -1.32276
H -3.81632 -1.96837 -2.10476
H -3.21123 -1.12919 -0.99952
O 2.11626 -3.11170 -1.70239
H 2.55906 -2.37563 -1.28006
H 1.19697 -2.84796 -1.74212
O 2.93600 0.83249 1.40690
H 2.09725 0.85658 0.94629
H 2.79405 0.22436 2.13233
O 0.31093 3.74388 -1.28224
H 0.87401 3.65819 -2.05154
H 0.29800 2.86835 -0.89557

Forces on the atoms, in the same order (eV/Å):
0.626 -0.368 -2.511
0.520 -2.510 1.175
-1.709 -0.193 0.135
0.804 3.763 0.192
-0.193 -0.858 0.793
-0.121 0.189 0.708
0.152 -0.235 -0.396
-0.094 0.063 -0.219
-0.509 -0.175 -0.113
0.055 -0.083 -0.146
0.498 0.305 0.300
0.287 -0.504 -0.186
-0.050 0.271 0.129
-0.267 0.331 0.086
0.677 0.079 0.101
-0.529 0.111 -0.200
-0.113 -0.126 0.107
-0.057 0.548 -0.163
0.105 -0.038 -0.132
-0.084 -0.569 0.340

=====

# 2
This record from OMol25 describes a molecular structure, C17H14F3N2ORuS. The level of theory is ωB97M-V/def2-TZVPD.

Results
* LUMO level (alpha / beta): -2.924 / -6.098 eV
* multiplicity: 5
* ΔE to the lowest compared entry with this formula, charge and spin: 108.5 kJ/mol
* electronic energy: -44444.0982 eV
* strongest force on any atom: 0.53 eV Å⁻¹
* orbital gap (alpha / beta): 8.24 / 5.01 eV
* total charge: +1

Geometry (Å):
Ru -0.63064 -0.78644 -0.16450
N -2.79382 -4.19473 1.23368
C -1.94163 -3.31608 0.72680
O -2.33969 -2.22338 0.25957
C -0.47817 -3.61163 0.71588
C 0.16918 -2.72663 -0.34125
H -3.78132 -3.99585 1.24512
H -2.47907 -5.08197 1.58684
H -0.29720 -4.67539 0.53727
H -0.08462 -3.38956 1.71214
H -0.17482 -3.01699 -1.33807
H 1.24694 -2.81826 -0.31478
F -1.43946 4.45557 0.18708
C -2.72315 4.26956 0.47423
F -2.97482 4.85961 1.65064
F -3.45229 4.89854 -0.45703
C -3.13135 2.81274 0.54027
C -4.46897 2.56471 0.83338
C -4.92754 1.26629 0.90702
C -4.02560 0.22859 0.69272
N -2.75115 0.45499 0.42035
C -2.29749 1.71759 0.32946
S -0.61027 1.69906 -0.10597
H -5.13922 3.39953 0.99712
H -5.96330 1.05197 1.12718
H -4.32538 -0.80963 0.73725
C 1.21005 -0.37685 -0.49915
C 2.38025 -0.08241 -0.69200
C 3.75013 0.27865 -0.92368
C 4.48259 0.92436 0.07329
C 5.80833 1.25716 -0.15196
C 6.40561 0.96041 -1.36792
C 5.67786 0.32454 -2.36249
C 4.35489 -0.02360 -2.14430
H 4.00394 1.15668 1.01613
H 6.37710 1.75386 0.62312
H 7.44042 1.22569 -1.54092
H 6.14487 0.09438 -3.31109
H 3.77882 -0.52506 -2.91143

Forces on the atoms, in the same order (eV/Å):
-0.164 0.298 0.257
-0.078 -0.057 -0.009
-0.115 0.110 -0.098
0.187 0.029 0.184
0.067 0.020 -0.065
-0.115 -0.036 -0.133
0.006 0.017 -0.010
0.011 0.000 -0.009
0.012 -0.002 0.019
-0.002 0.006 0.036
0.036 -0.082 -0.074
0.037 0.071 0.017
0.109 0.010 -0.018
-0.041 -0.135 -0.007
-0.004 0.049 0.043
-0.021 0.059 -0.035
0.044 -0.037 -0.008
-0.044 0.001 0.021
-0.036 -0.001 0.012
0.085 -0.012 0.006
-0.184 0.012 -0.028
-0.041 0.089 -0.024
0.004 -0.380 -0.043
0.002 -0.028 -0.001
0.004 -0.004 -0.002
0.010 0.009 -0.003
0.033 -0.114 0.025
0.481 0.208 -0.103
-0.248 -0.102 0.053
0.006 0.110 0.070
-0.068 0.010 0.110
0.038 0.013 -0.004
-0.082 -0.050 -0.085
0.041 -0.088 -0.087
0.050 0.015 -0.012
-0.025 -0.012 -0.001
-0.019 -0.004 0.003
-0.027 0.000 0.008
0.051 0.007 -0.003

=====

Question: What is the formula in the second record?
Answer: C17H14F3N2ORuS

=====

Question: Look up the electronic energy of the first one.
Answer: -31107.9087 eV

=====

Copy entry 1 word for word.
This record from OMol25 describes 6 unconnected molecules or ions with the total composition ClH10O9 in a non-equilibrium geometry. The level of theory is ωB97M-V/def2-TZVPD.

Results
* LUMO level: 3.289 eV
* ΔE to the lowest compared entry with this formula, charge and spin: 0.0 kJ/mol
* electronic energy: -31107.9087 eV
* strongest force on any atom: 3.85 eV Å⁻¹
* orbital gap: 10.68 eV
* total charge: -1

Geometry (Å):
Cl -0.28003 -0.15896 -0.01531
O 0.21034 -0.90065 1.07722
O -1.69201 -0.13238 -0.02640
O 0.24102 1.12360 0.18688
O 0.20188 -0.59981 -1.31707
O -0.88256 0.49079 3.38329
H -0.36214 -0.02455 2.76698
H -1.54486 0.91767 2.83983
O -4.04661 -1.46670 -1.32276
H -3.81632 -1.96837 -2.10476
H -3.21123 -1.12919 -0.99952
O 2.11626 -3.11170 -1.70239
H 2.55906 -2.37563 -1.28006
H 1.19697 -2.84796 -1.74212
O 2.93600 0.83249 1.40690
H 2.09725 0.85658 0.94629
H 2.79405 0.22436 2.13233
O 0.31093 3.74388 -1.28224
H 0.87401 3.65819 -2.05154
H 0.29800 2.86835 -0.89557

Forces on the atoms, in the same order (eV/Å):
0.626 -0.368 -2.511
0.520 -2.510 1.175
-1.709 -0.193 0.135
0.804 3.763 0.192
-0.193 -0.858 0.793
-0.121 0.189 0.708
0.152 -0.235 -0.396
-0.094 0.063 -0.219
-0.509 -0.175 -0.113
0.055 -0.083 -0.146
0.498 0.305 0.300
0.287 -0.504 -0.186
-0.050 0.271 0.129
-0.267 0.331 0.086
0.677 0.079 0.101
-0.529 0.111 -0.200
-0.113 -0.126 0.107
-0.057 0.548 -0.163
0.105 -0.038 -0.132
-0.084 -0.569 0.340